No. 1
11
Properties=species:S:1:pos:R:3 method="wB97M-V/def2-TZVPD" homo_energy_ev=-10.111 spin_multiplicity=1 orbital_gap_ev=11.046 energy_ha=-496.98467 charge=0 e_above_lowest_ev=0.019
H -1.05 -1.55 0.95
H -0.46 0.92 1.41
H 0.91 0.55 -1.32
H -1.25 1.16 -0.14
O 0.84 -2.49 -0.29
P -0.09 -1.38 -0.17
C -0.30 1.24 0.38
H 1.66 0.28 0.28
H -1.00 -1.31 -1.23
H 0.01 2.28 0.40
C 0.73 0.31 -0.27

No. 2
12
Properties=species:S:1:pos:R:3 method="wB97M-V/def2-TZVPD" homo_energy_ev="-9.778 / -9.627" spin_multiplicity=1 orbital_gap_ev="8.873 / 8.094" energy_ha=-447.84959 charge=0 e_above_lowest_ev=6.880
H -2.43 0.47 0.31
N 0.48 0.31 0.97
N -0.63 1.59 -0.37
C -0.60 -0.50 0.40
N 0.44 1.42 0.21
O 3.21 0.15 0.12
H -1.10 -1.11 1.08
H -0.10 -1.16 -0.37
H -1.87 0.40 -1.42
O 1.89 -1.54 -0.44
N 2.26 -0.46 -0.15
C -1.56 0.44 -0.36

No. 3
87
Properties=species:S:1:pos:R:3 method="wB97M-V/def2-TZVPD" homo_energy_ev="-15.554 / -15.546" spin_multiplicity=1 orbital_gap_ev="3.526 / 3.475" energy_ha=-4075.86572 charge=+3
Cl -3.62 0.19 3.88
C -2.66 1.16 -1.04
H -4.49 -2.34 4.81
H -1.15 -2.45 -5.88
C 0.33 -0.58 3.72
H 4.43 -5.00 -1.39
H 1.86 5.17 -2.67
C 4.14 2.97 -1.80
H 3.21 -0.15 3.21
C -2.51 2.30 -0.23
Cl -1.49 -3.07 0.13
H 2.50 5.25 0.24
O -2.06 -0.51 1.52
C 3.00 2.49 0.33
C -3.85 0.40 -0.98
C -4.89 0.81 -0.18
C -3.67 -3.76 3.40
H 4.00 1.94 -2.13
C -2.37 -2.86 1.60
C 3.84 -4.25 -0.89
H 4.23 4.96 0.06
C 1.30 4.25 -2.56
H 1.22 -2.18 -1.42
C -1.68 -1.64 -5.40
H 0.34 0.46 3.42
H 2.58 -3.89 -2.58
H -0.46 -0.17 5.67
H -3.20 -1.53 -6.90
H -3.95 -0.50 -1.58
H -1.60 2.87 -0.25
C 1.71 3.29 -1.64
P -1.29 0.55 -2.02
H -3.60 1.26 -3.68
C 4.13 -3.91 0.43
C 2.17 1.37 0.35
C 3.15 0.58 2.42
C 2.32 -2.35 0.43
C 0.80 -1.57 2.86
C 0.29 -3.26 4.48
H -0.51 -2.55 6.34
H -1.42 2.75 -3.91
C -0.15 -2.27 5.36
C 0.93 2.14 -1.53
C -0.20 1.96 -2.32
C 2.26 0.42 1.36
C -2.90 -3.94 2.23
H -5.56 2.28 1.24
C -3.89 -2.47 3.92
C -0.56 2.90 -3.27
C -0.13 -0.93 4.98
C -3.56 2.70 0.57
H -3.46 3.59 1.18
H -2.77 -4.94 1.83
H 4.18 3.62 -2.67
H -0.32 -1.54 -3.73
C 0.19 4.06 -3.38
O 1.22 1.13 -0.63
H 1.12 -3.69 2.55
C -3.51 -0.06 -5.37
C 3.00 3.43 -0.85
H 0.28 -4.30 4.79
Cl -4.33 -5.11 4.17
C -2.54 -1.51 2.08
H 5.10 3.03 -1.28
H 4.66 1.85 3.24
C 3.38 -2.96 1.10
H -0.08 4.81 -4.10
H -4.38 0.36 -5.84
H 4.53 3.49 1.44
H 3.61 -2.70 2.12
C 3.27 4.88 -0.44
H 4.96 -4.39 0.94
H -5.81 0.25 -0.15
Pd -0.50 -0.77 -0.24
C -3.35 -1.38 3.29
C -1.22 -1.13 -4.19
C 2.03 -2.68 -0.90
C -1.91 -0.09 -3.57
C 3.88 2.63 1.40
C -4.74 1.96 0.60
C 3.96 1.71 2.43
C -3.06 0.45 -4.16
H 3.32 5.53 -1.30
C 0.76 -2.92 3.23
C 2.79 -3.63 -1.56
C -2.83 -1.11 -5.97
P 1.30 -1.09 1.22

No. 4
22
Properties=species:S:1:pos:R:3 method="wB97M-V/def2-TZVPD" homo_energy_ev="-5.088 / -10.502" spin_multiplicity=3 s_squared=2.0095 orbital_gap_ev="5.651 / 7.329" energy_ha=-1427.35869 charge=0
O 0.29 3.20 -0.61
Cl -1.01 -1.06 -1.86
H 0.45 0.81 1.97
C -0.54 -1.51 0.72
H 2.46 -0.23 -2.84
C -0.48 0.71 1.50
O 1.69 -2.19 -1.60
O 2.43 -0.51 0.17
H -1.12 -2.36 0.47
H -2.42 1.65 -0.44
N -1.47 1.48 -0.72
H -2.26 -0.58 1.83
C -0.11 -0.69 -0.50
C -1.13 -0.68 1.82
S 1.62 -0.90 -1.01
N 1.81 0.13 -2.26
C -0.39 2.23 -0.53
C -0.31 0.82 -0.03
H 2.01 1.08 -1.96
H -0.72 -0.97 2.80
H 0.44 -1.81 1.08
H -1.25 1.37 1.99

No. 5
24
Properties=species:S:1:pos:R:3 method="wB97M-V/def2-TZVPD" homo_energy_ev="-17.249 / -17.478" spin_multiplicity=1 orbital_gap_ev="7.169 / 6.793" energy_ha=-869.35428 charge=+2 e_above_lowest_ev=7.628
N 0.76 1.30 -1.01
N 0.35 -1.58 -0.14
H -1.63 1.18 2.23
H -2.09 -0.90 0.39
H -2.00 0.50 -0.23
H 0.97 -1.90 -0.95
H 2.54 0.70 -1.81
H 0.27 1.82 -0.32
N -0.82 -2.59 1.54
H -1.01 1.20 -2.22
C -1.34 -0.09 0.32
H -0.74 -0.38 2.43
H 0.54 0.95 -3.14
H 2.75 2.20 -1.19
C 2.18 1.32 -0.99
C -1.19 -3.25 2.50
S -1.69 -3.77 3.81
H 0.45 2.46 -2.54
N -0.30 -0.51 -0.43
H 2.53 1.08 0.10
C -0.91 0.44 1.70
C 0.13 1.45 -2.34
N 0.11 -2.58 0.65
H 0.13 0.95 1.64

No. 6
144
Properties=species:S:1:pos:R:3 method="wB97M-V/def2-TZVPD" homo_energy_ev=-9.211 spin_multiplicity=1 orbital_gap_ev=9.421 energy_ha=-3110.82635 charge=0 e_above_lowest_ev=0.000
H 1.94 -2.83 5.42
H 0.51 2.60 -4.25
H 0.22 3.94 1.65
C 0.38 1.42 -0.66
H -4.51 -3.70 2.08
H 0.48 -5.96 -0.47
H -2.02 -1.31 4.29
O -0.02 6.68 -0.97
C -7.06 -4.68 1.80
H -2.48 -4.12 -0.01
O 2.81 1.07 2.19
H -0.84 2.15 2.64
C -4.82 -4.02 1.07
C 6.20 -1.43 -1.21
H 4.45 1.11 4.31
C -4.64 -3.53 -1.42
H -3.73 2.07 1.31
H 0.07 1.86 -5.73
H 5.66 -3.67 -2.45
H -4.14 -2.96 -2.20
H -3.13 1.22 -1.95
H -3.50 0.07 2.69
H -3.39 -1.66 2.15
H 0.95 0.03 5.35
C 1.24 -2.06 5.74
C -3.28 2.97 0.88
O 4.31 1.67 -2.63
C 1.62 -0.76 5.00
O 1.31 -0.94 3.61
H 0.26 -2.43 5.43
H -3.32 -0.44 -0.43
C 0.76 5.19 -2.54
H -0.46 2.88 5.28
H -1.33 1.09 -3.43
N -2.77 -3.14 0.10
H 4.78 -4.18 0.37
H -0.82 -3.36 -0.33
O -0.78 -0.68 -0.67
H -2.25 -0.16 -3.90
H 3.61 -3.30 2.50
H 6.55 1.58 4.13
C -0.26 2.75 3.35
O -4.07 -0.31 -1.06
C -0.12 -4.36 -1.83
H 1.45 3.00 -0.45
O -3.30 -1.79 -3.50
H -1.75 -0.97 0.72
H -1.12 -0.11 3.36
H -1.30 5.92 -2.49
O 1.34 -1.85 7.13
H 3.59 2.08 -6.54
O 0.02 -3.37 -0.83
O -2.10 3.31 -3.63
H 1.76 -0.28 3.06
H -0.02 -1.92 2.88
C 6.21 -2.86 -0.66
C -1.73 -1.01 3.28
H 7.19 -1.25 -1.62
H -0.65 6.84 -0.26
C -1.48 3.03 -4.89
H -2.96 3.62 1.70
H -2.72 4.02 -3.82
H -5.72 -3.40 -1.53
O -0.65 0.87 -4.08
O 1.46 2.12 -0.04
C -0.32 -5.76 -1.19
C 3.10 1.78 -3.33
H -4.44 3.12 -0.91
O -2.23 2.49 0.05
H 1.23 6.02 -3.05
H 5.51 -1.34 -2.06
O 1.52 4.34 -1.68
H 3.76 0.37 -4.74
H 2.15 1.35 1.53
H 4.50 2.10 1.39
H 2.23 1.17 -5.14
H 2.70 2.80 -3.26
C -0.52 5.60 -1.80
H -2.06 1.55 0.20
H -4.44 -4.58 -1.66
H 0.91 -0.23 0.57
O -2.33 -0.26 1.07
H -8.07 -4.27 1.86
C -2.86 -0.72 2.31
H 0.70 2.24 3.50
H 5.98 -0.74 -0.40
H -0.12 -6.57 -1.90
C -4.26 3.72 -0.01
C 0.04 4.09 2.72
N 6.34 -3.85 -1.71
H 3.55 2.85 2.64
H -1.80 -0.94 -2.34
H 2.28 4.83 -1.34
O -6.22 -3.90 0.98
H -1.13 3.94 -5.38
H -2.57 -2.93 1.08
O 3.85 2.29 -5.64
H -3.13 4.90 -1.10
C -4.23 -3.14 -0.03
H 0.52 -1.44 7.43
C -3.60 0.28 -2.27
H -0.78 4.81 2.82
H -0.90 -4.17 -2.57
H 2.27 1.22 -2.87
H 1.20 -0.53 -1.10
H 0.80 -4.49 -2.41
H -0.90 4.79 -1.18
H 3.99 -2.83 -0.37
H -0.59 -1.58 -0.99
H 5.97 -4.76 -1.47
O -3.77 5.00 -0.38
H -4.48 0.43 -2.90
H 2.67 -0.51 5.14
O -1.62 -5.91 -0.64
H 6.99 -3.05 0.08
H -5.22 3.89 0.48
C 3.24 1.34 -4.77
H -0.62 1.75 -0.35
H -4.44 -5.05 1.08
C 0.47 -0.07 -0.43
C 3.97 1.90 2.32
H -4.07 -1.45 -3.96
C 3.86 -2.31 2.10
C -0.32 2.07 -4.74
H 0.52 1.60 -1.73
H -4.57 -2.12 0.14
O 5.05 -2.35 1.34
H 2.97 -1.99 1.55
H -1.74 -6.86 -0.55
H 0.43 4.51 -3.34
H 4.27 2.16 -1.81
H -6.71 -4.65 2.84
H -7.01 -5.71 1.45
H -2.24 2.51 -5.50
H 5.09 0.23 2.94
O -1.05 2.73 4.53
O 6.10 2.01 3.39
C -2.63 -0.62 -2.98
O 1.18 4.65 3.40
O -0.96 -2.02 2.66
H 4.00 -1.67 2.97
H 1.37 5.49 2.96
C 4.91 -3.11 0.15
C 4.89 1.24 3.32

No. 7
84
Properties=species:S:1:pos:R:3 method="wB97M-V/def2-TZVPD" homo_energy_ev="-13.500 / -13.485" spin_multiplicity=2 s_squared=0.7623 orbital_gap_ev="6.403 / 5.456" energy_ha=-4343.12044 charge=+2 e_above_lowest_ev=1.377
C 1.72 0.97 3.75
H -4.99 1.97 -1.67
H -0.66 1.09 -5.66
C 4.72 1.69 0.17
H -3.91 -4.35 1.58
Re 0.01 1.02 -0.38
C -2.67 0.90 -3.87
C -5.24 1.22 2.50
C -4.26 0.62 1.73
C 2.25 1.03 5.02
C 3.11 -3.05 -0.80
C 2.34 -4.20 -0.69
C -2.36 -3.32 -1.24
H 2.90 2.08 1.24
H 2.65 -5.10 -1.21
C -3.56 1.98 4.04
C 5.26 1.26 -1.04
Cl 1.26 4.07 1.66
N 0.78 0.91 -2.62
N -0.45 -0.56 2.17
C -4.04 1.66 -2.08
H 4.00 -3.05 -1.41
H -1.53 1.49 3.55
C 1.57 -1.90 0.65
C -4.89 1.90 3.66
H 6.32 1.15 -1.17
C -3.00 -2.44 1.32
C 3.02 1.17 -1.89
H -5.66 2.36 4.26
C 3.12 0.05 5.46
C -0.19 0.95 -3.55
C 2.06 -0.10 2.91
C -1.97 -2.06 -0.83
H -2.98 2.02 -0.26
H 3.46 1.29 -4.61
C 1.87 1.13 -7.00
H -2.54 0.56 -4.89
H 1.97 1.84 5.68
H 3.33 -1.02 -0.20
N 2.51 1.52 -0.69
C 4.39 1.00 -2.08
O 3.05 1.03 -7.03
O 0.84 1.24 -7.58
H -2.12 -3.67 -2.23
C -3.37 -3.71 0.91
H -6.27 1.13 2.21
C 3.48 -0.99 4.62
C 0.11 1.04 -4.91
C 0.80 -3.06 0.76
C 2.43 1.16 -4.32
P -1.65 -0.04 1.09
C 1.20 -4.21 0.09
H -0.09 -3.07 1.36
H 4.16 -1.76 4.97
C 2.96 -1.07 3.34
Cl -0.07 4.42 -1.36
H -1.40 -1.42 -1.50
C 2.72 -1.91 -0.13
C 2.05 1.05 -2.98
H 3.52 0.09 6.47
H -4.80 1.13 -4.02
H -3.37 -5.13 -0.69
P 1.07 -0.32 1.41
Cl -1.96 3.80 1.29
C -1.56 1.05 -3.04
C 1.43 1.10 -5.25
N -1.69 1.39 -1.74
C 3.35 1.78 0.30
H 1.03 1.72 3.39
C -3.93 1.21 -3.39
H -0.62 -1.22 2.91
C -2.31 -1.61 0.44
H -3.30 2.50 4.95
H 3.23 -1.89 2.69
H 4.76 0.66 -3.03
H 5.35 1.94 1.01
H -4.53 0.07 0.83
H 0.63 -5.11 0.20
C -3.06 -4.15 -0.37
C -2.91 1.70 -1.29
H -3.25 -2.09 2.31
C -2.57 1.40 3.27
C -2.92 0.70 2.12
Si -0.17 3.35 0.40

No. 8
19
Properties=species:S:1:pos:R:3 method="wB97M-V/def2-TZVPD" homo_energy_ev="-8.815 / -8.086" spin_multiplicity=1 orbital_gap_ev="7.736 / 5.826" energy_ha=-1251.43289 charge=0 e_above_lowest_ev=6.416
O -3.17 1.50 0.89
C -0.50 1.82 0.55
N 1.57 0.92 -0.30
S -2.13 1.66 -0.18
C 1.71 -0.11 0.70
C -0.30 -1.71 0.45
O -2.81 -2.28 0.59
N 0.98 -1.31 0.01
H 1.24 0.02 1.71
H -0.42 1.40 1.51
H -3.17 -0.15 -1.02
C 0.53 1.76 -0.35
H 0.35 2.29 -1.23
H 2.76 -0.51 0.75
S -1.77 -1.85 -0.41
H -0.39 -1.97 1.48
H -1.75 -0.04 -2.03
C -2.15 -0.09 -1.02
H 1.28 -1.29 -0.95

No. 9
18
Properties=species:S:1:pos:R:3 method="wB97M-V/def2-TZVPD" homo_energy_ev="-14.282 / -15.088" spin_multiplicity=7 s_squared=12.0082 orbital_gap_ev="7.139 / 7.967" energy_ha=-1167.62944 charge=+2 e_above_lowest_ev=0.000
C 3.95 0.60 0.75
C 1.98 -0.55 0.11
H -2.94 1.93 -0.32
Sm 0.90 1.29 -0.63
O -0.98 0.29 -0.63
C -3.94 0.90 1.23
O 3.24 -0.62 0.54
H -3.96 0.03 1.91
H 3.39 1.26 1.42
O -2.25 -1.25 0.24
C -2.05 -0.04 -0.03
H 4.90 0.33 1.21
O 1.39 -1.64 0.07
C -3.06 1.00 0.24
Li -3.87 -2.15 0.32
H -4.67 1.69 1.43
H 4.14 1.10 -0.21
Li -0.41 -1.95 -0.30

No. 10
12
Properties=species:S:1:pos:R:3 method="wB97M-V/def2-TZVPD" homo_energy_ev=-8.975 spin_multiplicity=1 orbital_gap_ev=8.053 energy_ha=-410.81556 charge=0 e_above_lowest_ev=5.108
H 2.41 1.07 0.49
N 1.79 -0.69 -0.21
C 0.55 -0.40 0.05
H -1.58 2.52 -0.72
N -0.47 -1.36 0.19
H -2.30 -1.87 0.00
C -1.69 -1.00 0.00
N 2.65 0.38 -0.24
H 3.49 0.17 0.09
C -1.34 1.34 -0.09
N -2.20 0.30 -0.26
O 0.05 1.01 0.49